The following is a DFT calculation (the ωB97M-V functional and the def2-TZVPD basis) of C4H6ClNOS in the gas phase.

Results
Energy above the lowest of the compared OMol25 structures with the same formula, charge and spin   1.0637 eV
Kohn-Sham gap   9.51 eV
DFT total energy   -31139.87508 eV
Lowest unoccupied orbital energy   0.48 eV
Max |F|   1.8 eV/Å

Cartesian coordinates (Å):
1 C -0.116 0.627 -0.874
2 C -0.745 -0.291 0.155
3 C -1.046 0.168 1.543
4 C 0.030 -0.838 1.337
5 H 1.158 2.161 -1.142
6 H 1.013 1.659 0.534
7 H -1.528 -1.207 -1.322
8 H -0.732 1.219 1.830
9 H -1.993 -0.169 1.979
10 H -0.182 -1.862 1.570
11 N 0.658 1.609 -0.416
12 O -1.688 -1.177 -0.346
13 S -0.419 0.396 -2.481
14 Cl 1.713 -0.469 1.703